8
Properties=species:S:1:pos:R:3:lowdin_charge:R:1 method="wB97M-V/def2-TZVPD" e_lumo_ev="-1.288 / -1.283" de_lowest_kj_mol=566.1 total_energy_ev=-5113.093 largest_force_ha_per_bohr=0.138 e_homo_ev="-10.0 / -10.0" total_charge=0
N -0.476 0.055 0.353 -0.096
C 1.315 0.619 -1.248 0.170
H -0.486 1.868 0.991 0.013
C 0.367 0.255 -0.567 -0.258
H -0.978 -2.504 0.906 0.022
H 2.008 0.616 -2.020 0.012
H -0.750 -1.960 0.529 -0.012
N -1.000 1.051 1.056 0.148